DFT (ωB97M-V/def2-TZVPD) results for a molecular structure, C31H31F6N7PPbS3.

```
80
Properties=species:S:1:pos:R:3
C 3.433 1.572 0.190
N -1.489 -1.464 3.480
F -3.592 -1.245 -2.931
H 1.737 -3.612 -4.758
N 0.692 -2.102 3.807
C 0.928 2.122 -2.571
C 5.151 3.270 0.349
H -3.628 1.397 0.570
F -1.929 -0.010 -1.900
C 1.405 4.611 -3.634
C -0.195 -1.201 3.397
P -3.142 -1.059 -1.440
S 1.499 4.855 1.071
H 6.199 3.531 0.291
C -3.757 3.455 1.191
C 1.325 -5.657 -5.265
C 0.391 -3.343 4.527
C 4.228 4.249 0.652
H 3.125 0.545 0.037
H -0.272 -3.556 -1.685
H -0.832 -2.472 6.108
H -0.511 5.162 -2.832
C -1.709 2.350 0.735
H -4.837 3.443 1.249
H 1.908 -5.642 -6.175
H -3.457 -1.089 2.995
C -0.215 -5.770 -2.925
Pb -0.441 0.648 0.284
H -0.407 -3.873 4.001
H 1.656 -1.825 3.718
C 0.490 3.482 0.884
C 4.758 1.944 0.123
H 4.535 5.270 0.833
N 1.100 -0.126 -2.557
C -1.673 4.647 1.382
F -2.522 -0.819 0.130
H -3.687 0.994 4.362
C 2.105 2.339 -3.282
C 0.046 -3.109 5.991
N 0.348 -3.509 -2.496
H 1.593 5.590 -4.053
S 0.552 -1.573 -0.253
H -0.945 2.918 -1.876
C -3.082 2.295 0.817
F -4.108 0.187 -1.208
C 2.341 3.597 -3.804
H 1.274 -3.973 4.435
H -0.161 -4.061 6.479
C -0.974 3.504 1.008
F -4.192 -2.070 -0.836
H -0.628 -7.791 -3.450
C 2.888 3.875 0.719
C 0.225 4.376 -2.937
C -2.856 0.312 4.542
C 0.656 -6.830 -4.889
C 2.491 2.557 0.486
C -3.057 4.618 1.472
H -3.125 -0.327 5.384
F -2.054 -2.265 -1.578
H 3.255 3.789 -4.350
H -3.590 5.513 1.762
H -2.344 0.139 2.455
H 0.731 -7.710 -5.514
C 1.239 -4.532 -4.490
S 0.442 0.305 2.797
C -0.113 -6.880 -3.720
H -1.137 5.562 1.605
H 0.878 -2.635 6.510
H 2.822 1.538 -3.400
C 0.463 -4.583 -3.305
N 1.120 2.380 0.582
C -2.585 -0.508 3.293
H -1.749 -2.344 3.903
H 5.512 1.201 -0.100
N 0.821 -2.317 -2.849
N 0.650 0.862 -1.981
H -1.980 0.902 4.814
H -0.812 -5.778 -2.022
C -0.014 3.129 -2.388
C 0.788 -1.374 -1.965
```

Summary:
Molecular weight (g mol⁻¹): 950.00
Maximum force (hartree/bohr): 0.006
HOMO (alpha / beta) (eV): -13.74 / -13.75
Spin multiplicity: 2
Net charge: +2
Relative energy (zero: lowest compared OMol25 entry of this formula, charge and spin) (eV): 0.451